Molecular formula: C4H4Cl2FeIrN2O3S
Method: DFT, ωB97M-V/def2-TZVPD

The calculation puts the energy above the lowest of the compared OMol25 structures with the same formula, charge and spin at 55.8 kcal per mole. As for the multiplicity: 10. The calculation puts the HOMO energy (alpha / beta) at -21.394 / -25.926 eV. The orbital gap (alpha / beta) comes out at 5.218 / 4.960 eV. The charge is +4. The value obtained for the lowest unoccupied orbital energy (alpha / beta) is -16.18 / -20.97 eV.

XYZ file:
```
18
Properties=species:S:1:pos:R:3:mulliken_charge:R:1
Ir 0.14924 0.08061 -4.35260 1.166
Fe -0.10927 0.45943 -1.30766 0.391
Cl -0.97099 1.65598 -2.91618 -0.121
Cl 0.58805 -1.34612 -2.53585 -0.203
C -1.19939 -1.25567 -0.13678 0.450
C -0.19060 1.35032 -5.67122 0.330
C 0.80627 -1.28833 -5.45287 0.341
O -1.11536 -2.37416 0.13662 -0.006
O -0.44923 2.13210 -6.50309 -0.077
O 1.15754 -2.16915 -6.14034 -0.072
N -0.59036 0.96408 2.96609 -0.049
C 0.19027 0.58450 1.95306 0.817
N 0.84526 -0.57758 2.04454 -0.098
S 0.36402 1.58327 0.57229 -0.122
H -0.64893 0.41989 3.82477 0.334
H -1.09563 1.83744 2.92221 0.322
H 1.43887 -0.90925 1.29421 0.287
H 0.84544 -1.12966 2.89480 0.311
```



Molecular formula: C21H25Cl4O5
Method: DFT, ωB97M-V/def2-TZVPD

The calculation puts the energy above the lowest of the compared OMol25 structures with the same formula, charge and spin at 32.7 kcal per mole. The calculation puts the HOMO energy at -3.582 eV. The orbital gap comes out at 4.063 eV. The charge is -1. The value obtained for the lowest unoccupied orbital energy is 0.48 eV.

XYZ file:
```
55
Properties=species:S:1:pos:R:3:mulliken_charge:R:1
Cl -3.98814 -1.50782 -4.53941 -0.175
C -2.57830 -1.59998 -3.58581 0.124
C -2.54227 -2.23572 -2.38263 0.301
Cl -3.89240 -3.07329 -1.73680 -0.126
C -1.26889 -2.35234 -1.60068 0.227
O -1.12240 -3.20200 -0.71798 -0.625
C -0.18600 -1.38291 -1.97897 0.663
Cl 1.22913 -1.53711 -0.99969 0.000
C -0.11039 -1.24099 -3.35041 0.202
Cl 1.33925 -1.47437 -4.21121 -0.199
C -1.31165 -1.12768 -4.23412 0.378
O -1.26059 -0.74040 -5.39734 -0.637
C 4.46447 0.75881 -2.31042 -1.413
C 3.01467 0.84820 -2.68790 0.364
O 2.27707 1.21681 -1.51534 -0.161
C 0.91266 1.32404 -1.59140 -0.413
C 0.41132 1.35560 -0.21049 1.355
C -0.96664 1.51014 0.23330 0.001
O -1.20764 2.08323 1.31752 -0.760
C -2.16474 0.97217 -0.50875 -0.815
C -2.66045 -0.29698 0.17680 0.509
C -2.99582 -0.31315 1.68471 -1.244
C -2.01110 -1.17748 2.52478 -0.538
C -1.21966 -0.42251 3.60403 -0.623
C 0.22855 -0.91287 3.77589 -1.359
C 1.18872 -0.39485 2.69662 0.695
C 1.53798 1.08437 2.85999 -0.780
C 2.28676 1.63356 1.63583 -0.875
C 1.36367 2.24496 0.60492 -1.179
O 0.28886 1.41260 -2.63843 -0.722
H 5.04381 0.39414 -3.16109 0.428
H 4.86143 1.73504 -2.02114 0.325
H 4.60675 0.05630 -1.48156 0.267
H 2.82825 1.58045 -3.48078 0.349
H 2.67945 -0.14135 -3.02208 -0.271
H -2.94806 1.74515 -0.51069 0.442
H -1.87282 0.77032 -1.54629 0.262
H -3.52237 -0.68832 -0.37803 0.714
H -1.85899 -1.02744 0.05138 -1.121
H -3.07283 0.70839 2.07485 0.555
H -3.98464 -0.79119 1.78272 0.365
H -2.61599 -1.94248 3.04025 0.540
H -1.33194 -1.74306 1.86657 0.258
H -1.24097 0.65679 3.39294 0.297
H -1.73910 -0.57018 4.56192 0.438
H 0.58868 -0.57906 4.75947 0.398
H 0.25809 -2.01057 3.75208 0.370
H 2.12817 -0.97246 2.73568 0.429
H 0.78016 -0.56636 1.68550 -0.744
H 0.62352 1.67495 3.02639 0.227
H 2.16624 1.20449 3.75903 0.525
H 2.93326 2.45183 1.98323 0.353
H 2.92660 0.86283 1.18433 0.329
H 1.99337 2.78779 -0.11279 0.517
H 0.71388 2.95194 1.14150 0.574
```



Molecular formula: C5H10S
Method: DFT, ωB97M-V/def2-TZVPD

The calculation puts the energy above the lowest of the compared OMol25 structures with the same formula, charge and spin at 64.4 kcal per mole. The calculation puts the HOMO energy at -8.480 eV. The orbital gap comes out at 9.342 eV. The value obtained for the lowest unoccupied orbital energy is 0.86 eV.

XYZ file:
```
16
Properties=species:S:1:pos:R:3:mulliken_charge:R:1
C 0.60536 1.30137 -0.44238 -1.640
C 0.02584 0.10515 0.06774 1.445
C 1.14457 -0.84615 0.28953 -1.337
C -0.88027 -0.71450 -0.91852 -0.841
C -1.14973 0.24453 1.14476 -0.840
H -0.05851 2.28631 -0.58200 0.307
H 1.55061 1.62348 0.07635 0.370
H 0.98378 1.04652 -1.43486 0.412
H 1.57139 -0.71901 1.49122 0.268
H 0.76208 -1.94443 0.21985 0.375
H 1.88079 -0.71869 -0.54358 0.349
H -1.14408 -0.67307 -2.13966 0.297
H -0.84064 -1.71131 -0.54193 0.295
H -0.98747 -0.62625 1.84955 0.312
H -1.05209 1.26672 1.55176 0.393
S -2.41162 0.07934 -0.08783 -0.165
```



Molecular formula: C14H20GaN3S5
Method: DFT, ωB97M-V/def2-TZVPD

The calculation puts the energy above the lowest of the compared OMol25 structures with the same formula, charge and spin at 0.0 kcal per mole. The calculation puts the HOMO energy at -14.596 eV. The orbital gap comes out at 7.180 eV. The charge is +2. The value obtained for the lowest unoccupied orbital energy is -7.42 eV.

XYZ file:
```
43
Properties=species:S:1:pos:R:3:mulliken_charge:R:1
Ga 0.03317 -0.12883 -0.52917 0.019
C 5.03628 2.41873 -0.88281 -0.829
S 3.39517 2.87747 -1.48310 0.066
C 2.45394 1.49002 -1.18409 0.612
S 0.77730 1.67301 -1.72945 -0.269
N 2.94430 0.41867 -0.62797 -1.205
N 2.06067 -0.57193 -0.47485 0.667
C 2.39967 -1.78435 -0.27399 -0.479
C 1.32913 -2.76548 -0.39209 0.928
C 1.59460 -4.12543 -0.40076 -0.949
C 0.57624 -5.01057 -0.72141 -0.236
C -0.67935 -4.50520 -1.02196 -1.064
C -0.88161 -3.13780 -0.96314 0.200
N 0.09375 -2.28130 -0.64682 0.042
H 5.52185 3.35413 -0.61506 0.391
H 5.58663 1.93697 -1.68655 0.309
H 4.95807 1.76887 -0.01815 0.279
H 3.43368 -2.09108 -0.15721 0.485
H 2.59615 -4.46838 -0.17804 0.447
H 0.76463 -6.07516 -0.75429 0.462
H -1.49169 -5.15961 -1.30358 0.443
H -1.85300 -2.72160 -1.19040 0.614
C -2.51928 2.62729 -0.78323 -0.053
C -3.30143 1.32897 -0.96519 -0.725
S -2.44564 -0.28404 -0.76835 -0.053
C -2.72556 -0.87710 0.93529 -0.873
C -2.17448 -0.01157 2.04323 -0.548
S -0.36648 0.26171 1.93336 0.060
C -0.23644 2.04507 2.36476 -0.763
C -0.60508 3.09189 1.32074 -0.128
S -2.38915 3.24903 0.92775 -0.097
H -3.06600 3.39898 -1.32511 0.485
H -1.52502 2.57205 -1.21712 -0.268
H -3.64014 1.26800 -2.00061 0.462
H -4.17702 1.28521 -0.31700 0.428
H -2.27953 -1.87306 0.94767 0.394
H -3.80254 -0.99078 1.06319 0.614
H -2.35669 -0.49792 3.00248 0.516
H -2.63580 0.96929 2.03810 0.280
H 0.81129 2.16812 2.64160 0.493
H -0.83624 2.14746 3.26963 0.486
H -0.05556 2.94824 0.39393 -0.120
H -0.32279 4.06200 1.72976 0.478
```



Molecular formula: C3H3FNiO2
Method: DFT, ωB97M-V/def2-TZVPD

As for the multiplicity: 3. The calculation puts the HOMO energy (alpha / beta) at -20.924 / -19.707 eV. The orbital gap (alpha / beta) comes out at 9.853 / 5.131 eV. The charge is +2. The value obtained for the lowest unoccupied orbital energy (alpha / beta) is -11.07 / -14.58 eV.

XYZ file:
```
10
Properties=species:S:1:pos:R:3:mulliken_charge:R:1
F -4.73540 1.11718 -0.82249 -0.373
H -3.24751 0.45687 0.66717 0.392
H -4.53225 2.72660 1.75485 0.551
O -5.19409 1.12743 3.00330 -0.111
O -3.50751 -0.13288 2.79362 -0.119
C -4.39691 1.68832 2.01560 -0.308
C -3.39023 0.80220 1.80100 0.205
C -4.57646 0.11097 3.51500 0.581
H -5.32712 1.59997 -0.15850 0.437
Ni -5.15643 -1.02852 5.05881 0.745
```



Molecular formula: C26H56LaNO2P2Si4Te
Method: DFT, ωB97M-V/def2-TZVPD

The calculation puts the energy above the lowest of the compared OMol25 structures with the same formula, charge and spin at 0.0 kcal per mole. The calculation puts the HOMO energy at -6.001 eV. The orbital gap comes out at 5.782 eV. The value obtained for the lowest unoccupied orbital energy is -0.22 eV.

XYZ file:
```
93
Properties=species:S:1:pos:R:3:mulliken_charge:R:1
C -0.16281 3.34982 -1.99843 -0.947
C -0.35624 2.04536 -1.47980 0.727
N 0.30551 1.68721 -0.31481 0.795
C 1.00084 2.61162 0.37335 0.406
C 1.10066 3.93557 -0.04962 -0.964
C 0.54122 4.29362 -1.27567 -0.479
C -1.21113 1.08249 -2.11687 -1.647
P -2.47330 0.10871 -1.33286 1.202
La -0.05500 -0.88113 0.10255 0.783
P 2.25348 0.43862 1.65438 0.676
C 1.67605 2.20425 1.67542 -0.885
C -1.63188 -2.81300 0.30930 -0.275
C -0.71038 -3.17995 1.40330 -0.016
C 0.64325 -3.35412 1.15183 0.075
C 1.15426 -3.29861 -0.16615 -0.942
C 0.26193 -3.19907 -1.25923 -0.273
C -1.10243 -2.99939 -1.06360 -0.494
O -2.08778 -0.04800 -5.95448 -0.600
O 2.25397 -0.29313 -1.78241 -0.407
H -0.62766 3.58287 -2.95706 0.489
H 1.63868 4.63666 0.58592 0.485
H 0.65636 5.31001 -1.64713 0.406
C -3.69680 1.28383 -0.63698 -1.287
C -3.38100 -0.63162 -2.74528 -1.303
H 2.56090 2.83789 1.84516 0.596
H 0.97588 2.34026 2.51775 -0.222
H -2.53701 -0.41008 -6.70120 0.283
H -1.20398 1.07753 -3.21394 0.279
C 2.93611 0.27949 3.33465 -0.854
C 3.80060 0.66745 0.70916 -1.454
H -1.11584 -3.20493 2.41584 0.039
H 1.33216 -3.52346 1.98231 0.528
H 2.23029 -3.38911 -0.32876 0.474
H 0.66521 -3.26021 -2.27740 0.374
H -1.79533 -2.93208 -1.90296 0.344
H -1.95965 -1.73436 0.49429 -0.351
H 2.78576 -0.97535 -2.22828 0.207
H 2.12784 0.38227 -2.42930 0.196
H -1.15254 -0.28170 -6.08655 0.301
H -2.69968 -2.87056 0.47946 0.464
H -3.52164 2.28769 -1.04751 0.332
H -4.71284 0.94872 -0.89183 0.468
H -3.58041 1.30893 0.45603 0.161
H -4.44295 -0.35712 -2.67063 0.401
H -2.97439 -0.30371 -3.71338 0.225
H -3.29908 -1.72464 -2.68110 0.322
H 4.42098 1.44485 1.17605 0.457
H 4.34606 -0.28497 0.71037 0.409
H 3.57601 0.92894 -0.33189 0.300
H 3.84184 0.89422 3.44499 0.498
H 2.19233 0.57871 4.08585 -0.352
H 3.19472 -0.77720 3.49447 0.436
C -4.28585 -0.06262 5.18473 -0.925
Si -2.87728 -1.09474 5.89245 0.274
C -3.05758 -1.13044 7.76987 -0.980
C -2.94781 -2.84404 5.19316 -0.800
Si -0.79001 -0.21575 5.26195 0.416
Te -1.25942 0.21646 2.83981 -0.842
Si -0.58152 1.82976 6.40751 0.249
C -0.35382 1.51697 8.25510 -0.985
C 0.91341 2.77462 5.75674 -0.979
C -2.14384 2.84355 6.12538 -1.160
Si 0.87212 -1.65991 6.13428 0.595
C 0.21514 -2.62512 7.61598 -1.177
C 1.32612 -2.84076 4.73989 -0.347
C 2.39976 -0.71821 6.72073 -1.075
H -5.23077 -0.55724 5.45931 0.367
H -4.23448 0.00185 4.09025 0.169
H -4.30655 0.95875 5.58648 0.235
H -4.08424 -1.46465 7.98446 0.404
H -2.36619 -1.83113 8.25346 0.268
H -2.92548 -0.14219 8.22816 0.227
H -2.83150 -2.85028 4.10110 0.050
H -2.18526 -3.50599 5.62580 0.232
H -3.93849 -3.26141 5.43145 0.431
H 0.40135 0.75307 8.48059 0.214
H -0.01844 2.46419 8.70492 0.411
H -1.29254 1.22660 8.74358 0.323
H 0.77349 3.07838 4.71064 0.179
H 1.02632 3.68836 6.36043 0.488
H 1.85041 2.20691 5.82880 0.271
H -2.40820 2.89622 5.06071 0.282
H -3.00747 2.44788 6.67637 0.250
H -1.94858 3.86694 6.48115 0.411
H -0.62135 -3.28860 7.36025 0.269
H 1.03951 -3.25168 7.99190 0.431
H -0.10529 -1.96798 8.43573 0.262
H 1.31190 -2.35498 3.75498 -0.718
H 2.33813 -3.23411 4.92006 0.507
H 0.62882 -3.68946 4.71064 0.443
H 3.09439 -0.50577 5.89806 0.306
H 2.16601 0.22857 7.22350 0.192
H 2.92455 -1.35874 7.44567 0.445
```



Molecular formula: C2H7O2PS2
Method: DFT, ωB97M-V/def2-TZVPD

The calculation puts the energy above the lowest of the compared OMol25 structures with the same formula, charge and spin at 79.2 kcal per mole. The calculation puts the HOMO energy at -8.601 eV. Its SMILES is OCP(=S)(S)CO. The orbital gap comes out at 8.971 eV. The value obtained for the lowest unoccupied orbital energy is 0.37 eV.

XYZ file:
```
14
Properties=species:S:1:pos:R:3:mulliken_charge:R:1
O 2.20088 -1.62048 -0.03537 -0.431
C 1.77278 -0.31169 -0.22429 -0.630
P -0.38761 -0.30237 -0.08385 0.516
S -0.95041 -1.79393 -1.26559 -0.388
S -0.76785 -0.68795 2.00500 -0.320
C -1.03679 1.53745 -0.26732 -0.516
O -2.44046 1.35102 -0.29754 -0.488
H 1.92246 -1.93775 -0.86645 0.314
H 2.21880 0.05862 0.72857 0.280
H 2.01704 0.10549 -1.10465 0.443
H -0.18497 -1.93810 1.73602 0.201
H -0.85599 1.91850 -1.29438 0.298
H -0.53600 2.00687 0.51687 0.402
H -2.97189 1.61432 0.45299 0.319
```



Molecular formula: H4O2
Method: DFT, ωB97M-V/def2-TZVPD

The calculation puts the energy above the lowest of the compared OMol25 structures with the same formula, charge and spin at 1.3 kcal per mole. The calculation puts the HOMO energy at -10.712 eV. Its SMILES is O.O. The orbital gap comes out at 11.333 eV. The value obtained for the lowest unoccupied orbital energy is 0.62 eV.

XYZ file:
```
6
Properties=species:S:1:pos:R:3:mulliken_charge:R:1
O -1.59680 -0.58271 0.04264 -0.646
H -0.74758 -0.11202 0.17491 0.372
H -1.57365 -1.32189 0.65789 0.306
O 0.95051 0.57683 -0.15999 -0.651
H 1.79975 0.24155 0.14870 0.313
H 1.16777 1.19824 -0.86415 0.306
```